Entry from OMol25: a 7-piece molecular cluster, C19H56N4O7 overall at a distorted geometry (ωB97M-V with the def2-TZVPD basis set).

Each line ends with the Löwdin charge.
Geometry (Å):
C 3.4191 1.1152 3.0217  -0.111
O 4.1519 0.2249 2.1887  -0.137
H 2.4439 0.6291 3.0512  0.071
H 3.8891 1.1308 4.0050  0.093
H 3.3263 2.1203 2.6102  0.082
H 5.0903 0.2951 2.3786  0.098
C 1.4654 1.6789 -3.0780  -0.164
O 2.6609 0.9837 -2.9245  -0.121
H 1.6847 2.7465 -3.0943  0.082
H 0.8982 1.3669 -3.9550  0.073
H 0.9503 1.5436 -2.1270  0.064
H 2.7356 0.6636 -2.0226  0.032
C 1.4073 -0.3960 0.2080  -0.105
O 2.8271 -0.2247 -0.1223  -0.153
H 1.3283 -0.3101 1.2918  0.060
H 0.9569 0.5562 -0.0721  0.061
H 0.9990 -1.2737 -0.2929  0.070
H 3.4188 -0.1914 0.6330  0.019
C -0.0538 -5.1202 -0.2355  0.015
C 1.1836 -5.4007 0.6231  -0.317
C 1.4505 -6.9002 0.8428  -0.138
O 2.1829 -7.0942 2.0921  -0.175
C 1.4140 -7.0652 3.2797  -0.077
N 2.2636 -4.8317 -0.1765  0.358
H -0.7993 -5.8468 0.0874  0.110
H 0.2076 -5.2332 -1.2876  0.100
H -0.5083 -4.1367 -0.1162  0.104
H 1.1334 -4.8404 1.5567  0.163
H 2.0879 -7.3513 0.0822  0.138
H 0.4981 -7.3951 0.6526  0.128
H 0.5943 -6.3576 3.1550  0.082
H 2.0301 -6.8222 4.1454  0.103
H 1.0059 -8.0751 3.3191  0.099
H 2.0448 -3.8955 -0.4857  0.139
H 2.3827 -5.3396 -1.0414  0.152
C -2.4004 -0.8723 -3.3984  -0.047
C -1.4100 -1.2824 -4.5181  -0.395
C -0.6448 -2.5998 -4.3602  -0.167
O 0.2410 -2.5771 -3.1872  -0.209
C 1.4790 -2.0981 -3.5790  -0.148
N -2.0840 -1.3877 -5.8240  0.030
H -2.9861 0.0333 -3.5563  0.065
H -1.9095 -0.8165 -2.4268  0.064
H -3.0993 -1.6891 -3.2182  0.076
H -0.5911 -0.5652 -4.5741  0.117
H -0.1211 -2.9540 -5.2481  0.124
H -1.3546 -3.4113 -4.1994  0.118
H 1.4380 -1.0756 -3.9545  0.079
H 1.9955 -2.8119 -4.2207  0.091
H 2.2197 -2.0623 -2.7802  0.074
H -2.4993 -0.5059 -6.0887  0.070
H -2.8958 -1.9703 -5.9715  0.074
C -1.2096 5.3397 5.4750  -0.064
C -0.1000 5.6724 4.4507  -0.399
C -0.0862 4.8103 3.1481  -0.231
O 0.5322 3.5865 3.2769  -0.174
C 0.4763 2.7635 2.1184  -0.097
N -0.4031 7.0528 4.0094  0.024
H -2.1387 5.2539 4.9116  0.078
H -1.2499 6.0231 6.3232  0.073
H -1.0395 4.4036 6.0068  0.070
H 0.8661 5.5585 4.9424  0.128
H 0.4337 5.2650 2.3049  0.123
H -1.1223 4.7505 2.8150  0.120
H 0.1991 1.7774 2.4908  0.072
H 1.4103 2.6476 1.5686  0.077
H -0.2710 3.1360 1.4178  0.077
H 0.4208 7.3729 3.5207  0.065
H -0.4411 7.6765 4.8028  0.067
C -1.8390 3.7007 -1.4673  -0.043
C -2.7136 2.4232 -1.6717  -0.404
C -2.9741 1.5271 -0.4626  -0.223
O -1.7650 1.0702 0.0861  -0.228
C -1.9657 0.3411 1.3073  -0.074
N -4.0064 2.9461 -2.1039  0.023
H -1.6217 4.3020 -2.3501  0.078
H -0.8509 3.4854 -1.0606  0.048
H -2.2667 4.3378 -0.6931  0.076
H -2.3853 1.8228 -2.5200  0.110
H -3.4169 0.6044 -0.8378  0.112
H -3.6336 1.9968 0.2671  0.131
H -1.0273 -0.2110 1.3585  0.062
H -2.8701 -0.2263 1.0874  0.091
H -1.9462 0.9885 2.1840  0.084
H -4.5889 2.2045 -2.4655  0.065
H -4.5544 3.2893 -1.3279  0.070

Atoms 1-2, force components in eV/Å:
C -0.13 -0.60 0.06
O 0.62 -0.16 -0.28

Values from the calculation:
Gap between HOMO and LUMO (spin up / spin down) ... 8.17 / 2.68 eV
Multiplicity ... 2
Charge ... +1
Electronic energy ... -40889.653 eV
Relative energy (zero: lowest compared OMol25 entry of this formula, charge and spin) ... 179.09 kJ/mol
LUMO energy (spin up / spin down) ... -0.1051 / -0.3069 hartree
⟨S²⟩ ... 0.75



Entry from OMol25: C29H31ClNOW as an isolated structure at a distorted geometry (ωB97M-V with the def2-TZVPD basis set).

Each line ends with the Löwdin charge.
Geometry (Å):
C 2.3156 -0.2221 1.7811  -0.071
C 2.1566 -1.0101 0.5946  -0.166
C 1.7285 -0.1386 -0.4648  -0.246
H 2.4508 -2.0495 0.4578  0.128
C 1.5221 1.1724 0.1147  -0.194
C 1.9455 1.1103 1.4801  -0.086
H 1.2470 2.0542 -0.4610  0.100
C -1.1662 -1.9938 2.3859  -0.095
C -0.0258 -2.6920 1.8977  -0.099
C -0.1397 -2.7822 0.4702  -0.093
H 0.8144 -3.0807 2.4959  0.135
C -1.3192 -2.0715 0.0599  -0.357
C -1.9803 -1.6174 1.2719  -0.130
H 1.7483 -0.3634 -1.5248  0.113
H 1.9919 1.9543 2.1647  0.138
H 2.7271 -0.5876 2.7213  0.131
H -2.9760 -1.1777 1.2886  0.134
H 0.4763 -3.3614 -0.2102  0.133
H -1.3932 -1.7665 3.4353  0.130
W -0.0686 -0.3833 0.7366  1.534
C -1.7826 -1.7401 -1.3401  -0.479
C -3.3043 -1.8997 -1.3798  -0.028
C -1.1056 -2.5878 -2.4182  -0.009
H -3.5693 -2.9067 -1.0291  0.109
H -3.6683 -1.7569 -2.3960  0.081
H -3.8072 -1.1577 -0.7492  0.095
H -1.1894 -3.6556 -2.1781  0.104
H -0.0427 -2.3448 -2.5587  0.088
H -1.6193 -2.4034 -3.3698  0.104
C -1.3027 -0.2639 -1.5367  -0.120
C -1.9705 0.4376 -2.6974  -0.418
H -0.2163 -0.2789 -1.7514  0.080
H -1.5330 0.3712 -0.6321  0.112
O -3.1246 0.1110 -3.0084  0.045
N -1.3325 1.4252 -3.4094  0.066
C -0.1837 2.2400 -3.0328  -0.129
H -1.9599 1.8276 -4.1092  0.162
C 1.1261 1.6197 -3.4711  -0.240
C 2.3206 2.2575 -3.1208  -0.062
H 2.2556 3.2164 -2.5960  0.123
C 3.5432 1.6680 -3.4366  -0.070
H 4.4598 2.1614 -3.1174  0.110
C 3.5773 0.4676 -4.1543  -0.080
H 4.5355 0.0132 -4.3991  0.108
C 2.3879 -0.1410 -4.5602  -0.072
H 2.3968 -1.0702 -5.1294  0.109
C 1.1558 0.4497 -4.2411  -0.047
H 0.2174 0.0128 -4.5963  0.115
H -0.1564 2.4537 -1.9429  0.115
H -0.3096 3.2090 -3.5470  0.144
Cl -2.1392 3.3110 3.7459  0.732
C -1.1824 2.1065 4.5162  -0.613
C -1.0124 2.1837 5.8978  -0.096
C -0.2334 1.2240 6.5557  -0.069
C 0.3763 0.2030 5.8203  -0.079
C 0.2010 0.1310 4.4395  -0.081
C -0.5910 1.0656 3.7412  -0.314
C -0.8782 1.0724 2.2965  -0.255
H -1.4931 2.9943 6.4394  0.108
H -0.1097 1.2852 7.6407  0.114
H 0.9935 -0.5478 6.3282  0.111
H 0.6981 -0.6916 3.9032  0.079
H -1.9539 0.9362 2.0828  0.059
H -0.5287 1.9980 1.8060  0.050

Atoms 1-2, force components in eV/Å:
C -0.57 -0.03 -0.72
C 0.52 0.64 -0.52

Values from the calculation:
Gap between HOMO and LUMO (spin up / spin down) ... 6.47 / 7.29 eV
Multiplicity ... 3
Charge ... +1
Electronic energy ... -48452.724 eV
LUMO energy (spin up / spin down) ... -0.1286 / -0.1514 hartree
⟨S²⟩ ... 2.02



Entry from OMol25: one molecule with the formula C6H12S at a distorted geometry (ωB97M-V with the def2-TZVPD basis set).

Each line ends with the Löwdin charge.
Geometry (Å):
C 1.8206 1.0509 -1.1666  -0.337
S 1.2633 0.0273 0.0568  0.782
C 2.6569 -0.6417 0.7628  -0.342
C -0.3827 -0.4123 -0.8640  -0.347
C -1.2845 -1.3782 -0.2384  -0.120
C -1.6994 0.0500 -0.3456  -0.320
C -1.7979 0.7516 0.9410  -0.104
H 2.7305 1.6990 -0.8230  0.045
H 1.1814 1.6897 -1.8056  0.010
H 0.7490 0.3442 1.5371  0.102
H 2.3037 -1.4765 1.3504  -0.020
H 3.4156 -0.6980 -0.0179  -0.006
H -0.1452 -0.3760 -1.8911  0.090
H -1.7483 -2.1855 -0.7939  0.111
H -0.9366 -1.7063 0.6911  0.084
H -2.3478 0.3757 -1.1252  0.136
H -2.8651 0.9690 0.9616  0.084
H -1.4252 1.7290 0.9236  0.059
H -1.4884 0.1880 1.8470  0.090

Atoms 1-2, force components in eV/Å:
C 1.47 1.84 1.36
S -0.29 2.25 0.75

Values from the calculation:
Gap between HOMO and LUMO ... 8.16 eV
Multiplicity ... 1
Charge ... 0
Structure (SMILES) ... C=[SH](=C)[C@H]1C[C@H]1C
Electronic energy ... -17244.264 eV
Relative energy (zero: lowest compared OMol25 entry of this formula, charge and spin) ... 707.95 kJ/mol
LUMO energy ... 0.0211 hartree



Entry from OMol25: a 2-piece molecular cluster, C3H10NO2S2 overall at a distorted geometry (ωB97M-V with the def2-TZVPD basis set).

Each line ends with the Löwdin charge.
Geometry (Å):
N -1.0478 -2.3425 0.4013  0.188
C -0.9436 -0.8249 0.6077  -0.228
C -1.2180 -0.0519 -0.7768  -0.197
O -0.2232 -0.0715 -1.4551  0.028
C 0.5808 -0.6271 1.0569  -0.615
S 1.0318 0.9577 1.3369  0.492
S 1.4304 2.3874 -0.0255  0.371
H -2.0713 -2.6694 0.6010  0.222
H -0.8064 -2.4560 -0.5134  0.064
H -0.4801 -2.9110 1.0670  0.185
H -1.6344 -0.5765 1.4570  0.157
H -2.2014 0.4415 -0.7783  0.149
H 0.8215 -1.1191 2.0685  0.118
H 1.2091 -1.1253 0.3824  0.065
H 2.7302 2.3284 -0.4204  -0.159
H -2.5969 -2.2401 -2.3980  0.040
H -1.1032 -1.8151 -2.7028  0.131
O -1.8322 -1.9233 -2.0299  -0.010

Atoms 1-2, force components in eV/Å:
N -3.20 0.07 4.79
C 0.77 -0.24 1.78

Values from the calculation:
Gap between HOMO and LUMO ... 8.41 eV
Multiplicity ... 1
Charge ... +1
Electronic energy ... -30519.718 eV
Relative energy (zero: lowest compared OMol25 entry of this formula, charge and spin) ... 252.79 kJ/mol
LUMO energy ... -0.1395 hartree